Record 1
# C14H30NO4PS

The molecule C14H30NO4PS (ωB97M-V with the def2-TZVPD basis set, the Open Molecules 2025 dataset).

Results
Charge: 0
2S+1: 1
Strongest force on any atom, eV/Å: 0.62
SMILES string: CCOCOC(=O)N(CCCCCCCCCOC)[PH2]=S
HOMO-LUMO gap, eV: 9.98
Calculated total energy, Eh: -1646.67600

Structure (XYZ):
```
51
Properties=species:S:1:pos:R:3:forces:R:3:lowdin_charge:R:1
C 1.5841 -3.4424 2.1798 -0.03 0.19 -0.06 -0.0599
C 0.1405 -3.0274 1.9003 -0.01 -0.10 0.04 -0.2239
O 0.0777 -1.7819 1.1892 -0.07 -0.06 -0.20 -0.1158
C -0.1618 -1.8962 -0.1652 0.05 0.37 0.25 -0.2099
O 0.8996 -2.6235 -0.8050 -0.53 -0.28 -0.16 0.0443
C 2.0242 -2.0499 -1.2216 0.03 0.31 0.23 -0.6088
O 2.9699 -2.7227 -1.4989 0.38 -0.21 0.02 0.1380
N 1.9987 -0.6205 -1.3534 0.13 -0.02 -0.19 -0.2223
C 3.3184 0.0063 -1.0581 0.22 0.23 -0.07 -0.2131
C 3.3910 0.7238 0.2864 -0.04 -0.11 0.13 -0.1746
C 2.3939 1.8718 0.5218 0.08 0.21 0.09 -0.1995
C 1.2758 1.5474 1.5237 0.06 -0.08 -0.10 -0.2104
C 0.0684 2.4843 1.4359 -0.07 -0.02 0.06 -0.1993
C -0.7034 2.3781 0.1054 0.01 0.05 0.09 -0.2197
C -2.1084 1.7857 0.2530 0.22 0.03 0.10 -0.2061
C -2.9043 1.8030 -1.0633 -0.10 -0.01 -0.08 -0.1630
C -3.4735 0.4377 -1.5197 0.07 0.08 -0.04 -0.2267
O -3.6484 -0.5165 -0.4878 -0.08 -0.01 -0.01 -0.2226
C -4.7124 -0.2242 0.4026 0.03 0.03 0.03 -0.1025
P 1.3671 -0.2056 -2.8881 -0.15 0.26 0.18 0.3488
S 1.0898 1.6542 -3.2845 0.07 -0.07 0.01 0.1977
H 1.6684 -3.9403 3.1480 -0.02 -0.06 -0.12 0.0735
H 2.2020 -2.5393 2.2162 -0.05 -0.12 0.06 0.0769
H 1.9787 -4.0947 1.3989 0.00 0.08 0.06 0.0752
H -0.3834 -3.7944 1.3189 -0.01 0.03 0.12 0.1213
H -0.4086 -2.8706 2.8323 0.08 0.04 -0.10 0.1188
H -0.2284 -0.8829 -0.5614 -0.05 -0.07 0.07 0.1083
H -1.0691 -2.4631 -0.3914 0.12 -0.06 0.04 0.1456
H 4.0745 -0.7792 -1.0972 -0.04 0.05 -0.05 0.1154
H 3.5657 0.7220 -1.8521 -0.18 -0.07 0.07 0.0976
H 3.3029 -0.0130 1.0956 -0.01 0.05 -0.07 0.1107
H 4.4140 1.1147 0.3415 -0.08 -0.10 0.03 0.1124
H 2.9603 2.7224 0.9213 -0.15 0.01 -0.13 0.1111
H 1.9695 2.2107 -0.4296 0.05 -0.12 0.02 0.0749
H 1.6972 1.6049 2.5356 -0.06 -0.13 -0.08 0.1132
H 0.9422 0.5127 1.3812 -0.02 0.08 -0.01 0.0919
H 0.3933 3.5184 1.6042 0.01 -0.11 -0.02 0.1091
H -0.6124 2.2410 2.2626 0.08 0.08 -0.07 0.1064
H -0.7930 3.3644 -0.3634 0.06 -0.08 -0.01 0.1150
H -0.1246 1.7621 -0.5914 -0.12 0.08 -0.06 0.0527
H -2.6400 2.3538 1.0270 0.00 -0.10 -0.11 0.1134
H -2.0216 0.7634 0.6328 -0.03 0.01 -0.01 0.1022
H -2.2527 2.1620 -1.8695 -0.09 -0.03 0.07 0.1009
H -3.7193 2.5321 -0.9975 0.08 -0.10 0.05 0.1052
H -2.7971 -0.0331 -2.2406 -0.01 0.01 0.16 0.1132
H -4.4328 0.5915 -2.0352 0.12 0.00 0.00 0.1165
H -5.3640 -1.1005 0.4712 0.04 0.10 0.01 0.0858
H -5.3014 0.6327 0.0570 0.01 -0.10 0.01 0.0906
H -4.3270 0.0097 1.4023 0.00 -0.01 -0.12 0.0865
H 0.2116 -0.9990 -2.8879 0.02 -0.12 -0.04 -0.0011
H 2.2082 -0.8898 -3.7815 0.01 -0.02 -0.08 0.0062
```
Positions in Å, forces in eV/Å.


Record 2
# C3H5N3S

The molecule C3H5N3S at a distorted geometry (ωB97M-V with the def2-TZVPD basis set, the Open Molecules 2025 dataset).

Results
Charge: 0
2S+1: 1
Strongest force on any atom, eV/Å: 1.45
Relative energy (zero: lowest compared OMol25 entry of this formula, charge and spin), kJ/mol: 100.8
SMILES string: Cc1nc(=S)[nH][nH]1
HOMO-LUMO gap, eV: 8.68
Calculated total energy, Eh: -679.74681

Structure (XYZ):
```
12
Properties=species:S:1:pos:R:3:forces:R:3:lowdin_charge:R:1
C 0.3842 1.3986 1.2391 0.31 0.59 0.29 -0.0147
C -0.0549 0.3093 0.3214 0.38 1.13 0.39 -0.4107
C -0.9918 -1.4407 -0.4792 -0.25 0.86 -0.33 -0.9400
H 1.4158 1.1977 1.6429 -1.06 0.03 -0.40 0.1010
H 0.4506 2.3584 0.6849 -0.09 -0.43 0.37 0.0869
H -0.3401 1.4897 2.0711 0.49 0.00 -0.53 0.0909
H 0.6012 -1.8582 -1.6551 0.02 0.46 -0.13 0.1369
H 0.8282 0.7667 -1.4863 0.14 0.34 0.00 0.1447
N -1.0617 -0.4584 0.5190 0.19 -0.79 0.22 0.1275
N 0.0264 -1.0768 -1.3481 0.07 -0.31 -0.25 -0.0021
N 0.6968 0.0389 -0.8037 -0.06 -1.43 0.21 0.0656
S -1.9548 -2.7251 -0.7060 -0.14 -0.45 0.15 0.6139
```
Positions in Å, forces in eV/Å.


Record 3
# H16O8

A cluster of 8 separate species, H16O8 in total (ωB97M-V with the def2-TZVPD basis set, the Open Molecules 2025 dataset).

Results
Charge: 0
2S+1: 1
Strongest force on any atom, eV/Å: 0.59
Relative energy (zero: lowest compared OMol25 entry of this formula, charge and spin), kJ/mol: 272.3
SMILES string: O.O.O.O.O.O.O.O
HOMO-LUMO gap, eV: 10.82
Calculated total energy, Eh: -611.47890

Structure (XYZ):
```
24
Properties=species:S:1:pos:R:3:forces:R:3:lowdin_charge:R:1
H 0.0631 0.8294 -1.7839 -0.29 -0.08 -0.20 0.0244
H -0.0244 -0.6139 -1.3159 0.08 -0.11 -0.04 0.0482
H 1.5563 1.2101 -0.4267 0.19 -0.46 -0.02 0.0012
H 1.0283 1.6002 0.9442 0.02 0.14 -0.03 0.0333
H 2.5127 -0.3097 1.9829 0.13 0.14 -0.31 0.0223
H 2.7961 -1.8019 1.9290 -0.10 -0.05 -0.12 0.0332
H -0.1355 3.7840 -0.4585 0.08 0.01 0.12 0.0341
H -1.4987 4.3931 -0.1745 0.04 0.00 0.16 0.0348
H -2.9051 -0.4875 1.7382 -0.14 0.06 0.00 0.0291
H -2.6487 -1.2635 3.0196 -0.14 0.06 0.06 0.0239
H 2.3176 -2.5411 -2.1630 -0.06 0.02 -0.03 0.0267
H 2.3921 -4.0161 -1.8038 -0.05 0.06 -0.08 0.0318
H 0.0201 -1.4666 1.4900 0.33 -0.01 -0.05 0.0209
H -0.4618 -2.8389 1.9310 0.02 -0.11 -0.10 0.0337
H -2.7916 2.6369 -1.8204 0.01 -0.12 0.12 0.0241
H -2.7141 1.5218 -2.8501 -0.06 -0.08 0.04 0.0398
O 0.5212 -0.0167 -1.8400 0.02 0.26 0.12 -0.0441
O 1.8482 1.4627 0.4565 -0.25 0.50 0.19 -0.0528
O 2.6719 -1.0311 1.3639 0.18 -0.14 0.33 -0.0750
O -0.8730 3.7411 0.1606 -0.04 0.01 -0.25 -0.0574
O -3.2694 -0.6461 2.6163 0.26 -0.11 -0.07 -0.0538
O 2.1193 -3.4185 -2.5092 0.08 -0.02 0.13 -0.0630
O 0.2257 -2.4051 1.4132 -0.44 -0.07 0.17 -0.0569
O -2.7504 1.6773 -1.8996 0.16 0.09 -0.17 -0.0584
```
Positions in Å, forces in eV/Å.


- Number 1 is which compound?
  C14H30NO4PS